No. 1
A 2-piece molecular cluster, C3H5N3S overall at a distorted geometry, computed with the ωB97M-V functional and the def2-TZVPD basis.

Calculated values
* E_HOMO: -9.3 eV
* Kohn-Sham gap: 0.3138 hartree
* relative energy (zero: lowest compared OMol25 entry of this formula, charge and spin): 7.766 eV
* LUMO energy: -0.0277 Eh

Last column: Mulliken charge in e.
CARTESIAN COORDINATES (ANGSTROEM)
C: 0.1627 0.3571 -1.7148  -0.244
C: 0.2106 -0.7948 -1.0625  -0.159
C: 0.1486 1.3636 0.2413  -0.087
N: 0.3190 1.5627 -0.9993  -0.333
N: -1.3654 -1.0897 1.0078  -0.629
N: 1.3004 -0.8048 1.3628  -0.659
S: -0.0174 -0.3951 0.6792  0.648
H: -0.1519 0.4695 -2.7762  0.329
H: 0.0182 -1.8201 -1.3672  0.324
H: 0.8950 2.5348 1.1503  0.293
H: -2.0792 -0.3845 0.6937  0.262
H: 1.2451 -1.2039 2.3047  0.254

Cartesian forces (eV/Å) of the 3 atoms listed first:
C -1.20 -0.54 -2.32
C -0.24 0.82 0.60
C 2.37 4.51 1.14

No. 2
A 11-piece molecular cluster, C38H54Cl30IN3O4S overall at a distorted geometry, computed with the ωB97M-V functional and the def2-TZVPD basis.

Calculated values
* E_HOMO: -8.1 eV
* Kohn-Sham gap: 0.2419 hartree
* LUMO energy: -0.0569 Eh
* SMILES: CCOCCCCCc1c(OC[C@@H](C)CC(C)C)c(CCCCNC(C)=O)c2nsnc2c1CC(=O)I.ClC(Cl)Cl.ClC(Cl)Cl.ClC(Cl)Cl.ClC(Cl)Cl.ClC(Cl)Cl.ClC(Cl)Cl.ClC(Cl)Cl.ClC(Cl)Cl.ClC(Cl)Cl.ClC(Cl)Cl

Last column: Mulliken charge in e.
CARTESIAN COORDINATES (ANGSTROEM)
C: 6.1992 -2.2034 0.6796  -0.453
C: 5.6778 -1.0901 -0.4270  -0.554
O: 4.3901 -1.4282 -1.0547  -0.204
C: 4.4338 -1.2133 -2.5247  -0.325
C: 3.0426 -1.8433 -3.1285  -0.575
C: 1.8106 -0.7612 -3.1087  0.688
C: 0.5678 -1.3095 -2.1403  -0.195
C: -0.8149 -0.7808 -2.8400  -1.468
C: -2.0556 -0.4826 -1.8132  0.302
C: -2.7844 1.0208 -1.9033  0.007
O: -2.3142 2.0571 -2.8249  -0.525
C: -1.8633 3.2797 -2.1625  -0.886
C: -0.7301 3.0960 -0.9948  0.417
C: -1.3747 2.9053 0.5373  -0.675
C: 0.4350 1.9837 -1.3228  0.432
C: 1.9647 2.4719 -0.9032  1.023
C: 2.5080 3.7165 -1.8216  -0.825
C: 2.0995 2.7310 0.7319  -0.911
C: -4.0827 1.2648 -0.8931  0.425
C: -4.9930 2.6263 -0.8431  -0.299
C: -6.5752 2.1273 -1.0613  -0.974
C: -7.5399 2.4422 0.2260  0.061
C: -8.8573 1.4241 0.0659  -0.842
N: -8.6992 0.1287 0.8424  -0.006
C: -9.6832 0.0131 1.9866  0.244
C: -9.0231 -0.3573 3.4756  -0.539
O: -11.0227 0.1917 1.8273  -0.565
C: -4.5220 0.0497 0.1584  0.048
N: -5.6217 0.0086 1.2045  -0.207
S: -5.7733 -1.4450 2.1637  0.158
N: -4.4564 -2.2932 1.3470  -0.584
C: -3.8201 -1.4264 0.2834  -0.006
C: -2.5790 -1.6715 -0.7593  0.338
C: -1.8709 -3.1858 -0.7018  0.227
C: -2.9642 -4.4090 -0.6091  -0.052
O: -2.6455 -5.4218 0.2445  -0.522
I: -4.8458 -4.4263 -1.7355  0.040
H: 6.4554 -3.2517 0.1878  0.229
H: 5.4523 -2.3343 1.5903  0.222
H: 7.2134 -1.8134 1.1631  0.108
H: 6.4895 -0.8672 -1.2714  0.354
H: 5.5151 -0.0603 0.1522  0.160
H: 5.3280 -1.8333 -2.9969  0.347
H: 4.4927 -0.0659 -2.8253  0.204
H: 2.7925 -2.8093 -2.5028  0.050
H: 3.1566 -2.2016 -4.2580  0.288
H: 2.1191 0.3424 -2.8710  -0.826
H: 1.3400 -0.7358 -4.2056  0.302
H: 0.7005 -1.0289 -1.0125  0.011
H: 0.6496 -2.4968 -2.1935  0.523
H: -0.6726 0.1592 -3.5476  0.405
H: -1.1850 -1.6545 -3.5646  0.520
H: -1.3478 3.9446 -3.0109  0.387
H: -2.7091 3.9591 -1.7146  0.227
H: -0.1581 4.1431 -0.9322  0.343
H: -1.4315 1.7613 0.8304  0.194
H: -0.5993 3.3969 1.2893  0.132
H: -2.3843 3.4807 0.6805  0.031
H: 0.4078 1.7123 -2.4616  -0.345
H: 0.2042 1.0541 -0.6102  -0.129
H: 2.6902 1.5514 -1.1274  -0.350
H: 2.2118 3.5829 -2.9638  -0.114
H: 2.1043 4.7078 -1.3475  0.303
H: 3.6964 3.7099 -1.7184  0.299
H: 1.8220 3.8434 0.9702  0.286
H: 1.4047 1.9473 1.2927  0.034
H: 3.2180 2.4739 1.0195  0.316
H: -4.9509 3.2124 0.1800  0.248
H: -4.8033 3.3702 -1.7574  0.167
H: -6.6327 0.9858 -1.4054  0.332
H: -7.0395 2.7338 -1.9790  0.334
H: -7.9976 3.5346 0.1585  0.255
H: -7.0133 2.3030 1.2665  0.132
H: -8.8734 1.1085 -1.0853  0.380
H: -9.8742 1.9816 0.2516  0.236
H: -8.7903 -0.7181 0.2233  0.311
H: -8.1628 0.4512 3.6309  0.138
H: -9.8584 -0.3120 4.2961  0.249
H: -8.5653 -1.4531 3.3727  0.196
H: -1.0570 -3.1973 0.1559  0.266
H: -1.3402 -3.3067 -1.7644  0.098
Cl: -1.0036 4.6788 5.1932  -0.111
C: -1.0178 2.9592 4.7663  -0.162
Cl: -2.5146 2.5418 3.9149  -0.040
Cl: 0.3947 2.5521 3.7770  -0.084
H: -0.9720 2.3749 5.6889  0.384
Cl: 3.3259 4.8479 -5.4527  -0.044
C: 2.4714 3.4794 -6.1851  -0.153
Cl: 3.3306 2.9086 -7.6258  -0.134
Cl: 2.2817 2.1647 -5.0124  0.009
H: 1.4769 3.8166 -6.4883  0.314
Cl: 5.5182 -5.0276 3.4744  -0.098
C: 5.2023 -6.0067 2.0318  -0.282
Cl: 4.4717 -5.0175 0.7562  0.029
Cl: 6.6969 -6.7627 1.4535  -0.105
H: 4.4976 -6.7980 2.3001  0.451
Cl: 2.3461 -5.7697 -3.7502  -0.121
C: 4.1150 -5.8064 -3.6532  -0.114
Cl: 4.8126 -4.4031 -4.4800  -0.119
Cl: 4.6443 -5.8592 -1.9630  -0.042
H: 4.4686 -6.7117 -4.1533  0.406
Cl: 9.7182 -3.2646 5.5702  -0.130
C: 9.4023 -4.2437 4.1277  0.086
Cl: 8.6717 -3.2545 2.8521  -0.078
Cl: 10.8969 -4.9997 3.5494  -0.114
H: 8.6976 -5.0350 4.3960  0.218
Cl: -9.6863 5.1632 2.5694  -0.142
C: -9.7810 3.4976 3.1663  0.303
Cl: -8.1588 2.8085 3.3477  -0.101
Cl: -10.6581 3.4371 4.7048  -0.140
H: -10.3292 2.8999 2.4336  0.057
Cl: -3.7374 7.4342 6.1713  -0.116
C: -4.7346 5.9872 5.9448  -0.071
Cl: -4.4378 5.2702 4.3519  -0.041
Cl: -4.4178 4.8063 7.2273  -0.114
H: -5.7858 6.2814 5.9995  0.346
Cl: 2.4250 -6.3189 3.0637  -0.094
C: 0.9872 -7.3542 3.0408  0.113
Cl: 1.2184 -8.7154 1.9304  -0.132
Cl: 0.6152 -7.9383 4.6718  -0.123
H: 0.1408 -6.7604 2.6863  0.220
Cl: 6.2297 6.6814 -1.6712  -0.112
C: 5.9217 7.5927 -3.1592  0.005
Cl: 6.7175 6.8176 -4.5395  -0.113
Cl: 4.1798 7.7412 -3.4484  -0.108
H: 6.3379 8.5964 -3.0407  0.326
Cl: 10.1414 -6.7996 0.3953  -0.031
C: 11.9126 -6.8306 0.4354  0.190
Cl: 12.5071 -8.4986 0.3734  -0.128
Cl: 12.5818 -5.8815 -0.9028  -0.128
H: 12.2437 -6.3817 1.3754  0.096

Cartesian forces (eV/Å) of the 3 atoms listed first:
C 0.57 0.21 -0.06
C 0.58 1.01 0.75
O 1.76 0.46 -1.40